No. 1
{"formula": "C8H9LuO8P", "method": "ωB97M-V/def2-TZVPD", "gap_ev": 8.307, "charge": 3, "symbols": ["O", "C", "Lu", "O", "C", "C", "O", "C", "O", "C", "O", "C", "O", "P", "O", "C", "O", "C", "H", "H", "H", "H", "H", "H", "H", "H", "H"], "positions_angstrom": [[2.862, 0.551, -6.109], [2.474, 0.254, -5.080], [0.460, -0.964, -0.973], [-1.236, 0.681, -3.651], [-0.713, 0.101, -2.810], [2.828, -0.519, -0.690], [3.940, -0.281, -0.545], [1.073, 1.254, -1.862], [1.201, 2.321, -2.262], [0.859, -2.599, -2.764], [0.981, -3.414, -3.558], [1.144, -0.216, 3.406], [0.318, 0.745, 2.690], [0.267, 0.766, 1.054], [-0.818, -0.930, 0.645], [-2.048, -1.403, 1.218], [-0.917, 1.814, 0.653], [-2.191, 1.900, 1.322], [1.036, 0.015, 4.472], [2.199, -0.102, 3.127], [0.800, -1.230, 3.180], [-1.982, -2.495, 1.228], [-2.109, -1.025, 2.232], [-2.892, -1.067, 0.608], [-2.980, 1.482, 0.679], [-2.180, 1.390, 2.300], [-2.376, 2.969, 1.490]], "forces_ev_per_angstrom": [[-0.9, -0.7, 2.5], [0.8, 0.7, -2.4], [-0.5, -0.3, 0.1], [2.1, -2.2, 3.2], [-3.4, 1.9, -4.1], [5.3, 0.6, 0.8], [-4.3, -0.8, -0.6], [1.2, 4.9, -1.5], [-0.4, -3.9, 1.5], [0.6, -3.9, -3.5], [-0.4, 3.2, 3.0], [0.8, -0.6, 0.4], [-0.4, 0.3, -3.8], [-4.0, 1.7, 4.0], [2.1, 1.1, -1.2], [-0.6, -0.5, 0.5], [3.4, -2.3, 0.0], [-1.4, 0.6, 1.1], [-0.1, -0.1, -0.4], [-0.3, 0.1, 0.1], [0.0, 0.2, 0.2], [-0.2, 0.2, 0.1], [-0.2, -0.1, 0.1], [0.2, 0.0, 0.2], [0.5, 0.2, 0.1], [0.1, 0.2, -0.5], [0.0, -0.4, -0.1]]}

No. 2
{"formula": "C22H33N3O3", "method": "ωB97M-V/def2-TZVPD", "smiles": "CC[C@@H](C)N(CCNC(=O)C[C@H]1Oc2ccccc2NC1=O)C1CCCCC1", "gap_ev": 8.601, "charge": 0, "symbols": ["C", "C", "C", "C", "N", "C", "C", "N", "C", "O", "C", "C", "O", "C", "C", "C", "C", "C", "C", "N", "C", "O", "C", "C", "C", "C", "C", "C", "H", "H", "H", "H", "H", "H", "H", "H", "H", "H", "H", "H", "H", "H", "H", "H", "H", "H", "H", "H", "H", "H", "H", "H", "H", "H", "H", "H", "H", "H", "H", "H", "H"], "positions_angstrom": [[4.801, 2.857, -0.063], [3.356, 2.450, -0.324], [2.822, 1.470, 0.743], [2.348, 2.226, 1.989], [1.762, 0.588, 0.289], [0.657, 1.188, -0.417], [-0.680, 0.743, 0.205], [-1.813, 1.315, -0.481], [-2.548, 0.613, -1.373], [-2.332, -0.550, -1.640], [-3.701, 1.407, -1.975], [-4.931, 1.424, -1.031], [-5.588, 0.175, -1.017], [-5.061, -0.775, -0.190], [-5.254, -2.117, -0.474], [-4.752, -3.081, 0.382], [-4.056, -2.714, 1.522], [-3.872, -1.375, 1.821], [-4.381, -0.406, 0.973], [-4.248, 0.959, 1.250], [-4.487, 1.927, 0.342], [-4.311, 3.106, 0.575], [2.112, -0.754, -0.145], [3.187, -0.836, -1.240], [3.381, -2.284, -1.679], [3.775, -3.158, -0.492], [2.718, -3.072, 0.605], [2.525, -1.625, 1.047], [5.143, 3.552, -0.827], [4.901, 3.341, 0.905], [5.454, 1.986, -0.079], [2.735, 3.348, -0.349], [3.293, 1.978, -1.306], [3.650, 0.825, 1.047], [2.022, 1.518, 2.746], [3.154, 2.829, 2.399], [1.514, 2.883, 1.750], [0.646, 0.922, -1.485], [0.724, 2.275, -0.347], [-0.702, 1.035, 1.258], [-0.781, -0.342, 0.134], [-1.987, 2.300, -0.353], [-4.001, 0.929, -2.908], [-3.398, 2.436, -2.168], [-5.665, 2.131, -1.435], [-5.791, -2.384, -1.369], [-4.898, -4.124, 0.152], [-3.657, -3.468, 2.181], [-3.338, -1.075, 2.711], [-3.884, 1.235, 2.153], [1.193, -1.185, -0.555], [4.133, -0.441, -0.865], [2.882, -0.231, -2.098], [4.151, -2.337, -2.451], [2.450, -2.659, -2.109], [3.893, -4.194, -0.816], [4.736, -2.820, -0.096], [3.016, -3.685, 1.459], [1.771, -3.464, 0.226], [1.755, -1.561, 1.817], [3.459, -1.256, 1.477]], "forces_ev_per_angstrom": [[-0.2, 0.0, -0.1], [0.2, -0.2, 0.1], [-0.1, 0.2, 0.0], [0.3, -0.2, -0.1], [-0.2, 0.0, 0.0], [-0.2, -0.2, 0.2], [0.2, 0.0, -0.1], [0.3, 0.3, 0.1], [-0.1, 0.4, -0.3], [0.0, -0.3, -0.2], [-0.2, -0.3, 0.2], [0.3, 0.5, -0.4], [-0.1, -0.2, 0.1], [0.1, -0.4, 0.4], [0.0, 0.3, 0.0], [0.0, 0.0, 0.0], [0.0, 0.0, 0.1], [-0.1, 0.1, -0.1], [-0.2, -0.2, -0.3], [-0.1, -0.1, 0.4], [-0.3, 0.0, 0.1], [0.1, 0.2, -0.2], [0.4, 0.1, 0.2], [-0.4, -0.1, -0.1], [0.3, 0.1, 0.1], [-0.3, -0.1, -0.1], [0.3, 0.1, 0.1], [-0.3, -0.2, -0.3], [0.1, 0.1, 0.0], [0.1, 0.1, 0.1], [0.1, -0.1, 0.0], [-0.1, 0.0, -0.1], [-0.1, 0.0, 0.0], [0.0, 0.0, 0.0], [0.0, -0.1, 0.1], [0.1, 0.2, 0.1], [-0.1, 0.1, -0.1], [0.0, 0.1, 0.0], [0.0, 0.0, -0.1], [0.0, 0.0, 0.0], [0.0, 0.1, 0.1], [-0.1, -0.1, -0.1], [0.0, 0.1, 0.1], [0.0, 0.0, 0.0], [0.2, -0.1, 0.2], [-0.1, 0.0, -0.1], [0.0, -0.1, 0.0], [0.0, -0.1, 0.1], [0.1, 0.0, 0.1], [-0.1, 0.1, -0.2], [0.0, 0.0, 0.0], [0.1, 0.1, 0.0], [0.0, 0.1, 0.0], [-0.1, 0.0, -0.1], [0.0, 0.0, -0.1], [0.1, 0.0, 0.0], [0.1, 0.0, 0.0], [-0.1, -0.1, 0.0], [-0.1, -0.1, 0.0], [0.0, 0.1, 0.0], [0.1, 0.1, 0.1]]}

No. 3
{"formula": "C14H12N5S2Y", "method": "ωB97M-V/def2-TZVPD", "gap_ev": 6.430, "charge": 2, "symbols": ["Y", "C", "S", "C", "S", "N", "N", "C", "C", "C", "C", "C", "C", "N", "H", "H", "H", "H", "H", "H", "H", "H", "N", "C", "C", "C", "C", "N", "C", "C", "H", "H", "H", "H"], "positions_angstrom": [[0.108, 1.530, -0.151], [4.229, -1.685, 1.794], [3.676, -0.330, 2.841], [2.309, 0.336, 2.026], [1.840, -0.284, 0.444], [1.708, 1.264, 2.725], [0.668, 1.863, 2.032], [-0.078, 2.628, 2.757], [-1.144, 3.406, 2.116], [-1.988, 4.209, 2.861], [-2.956, 4.955, 2.194], [-3.055, 4.856, 0.817], [-2.181, 4.016, 0.144], [-1.236, 3.300, 0.767], [5.089, -2.093, 2.325], [4.556, -1.330, 0.821], [3.475, -2.462, 1.704], [0.089, 2.692, 3.828], [-1.884, 4.258, 3.936], [-3.623, 5.602, 2.747], [-3.790, 5.419, 0.260], [-2.239, 3.919, -0.934], [-6.386, -2.601, 0.377], [-5.411, -2.005, 0.271], [-4.191, -1.261, 0.138], [-3.711, -0.916, -1.123], [-2.539, -0.193, -1.198], [-1.845, 0.182, -0.108], [-2.308, -0.173, 1.105], [-3.479, -0.881, 1.274], [-4.238, -1.202, -2.021], [-2.142, 0.090, -2.168], [-1.711, 0.117, 1.964], [-3.825, -1.141, 2.264]], "forces_ev_per_angstrom": [[-0.1, -0.4, -0.3], [0.1, 0.0, 0.0], [-0.1, 0.0, 0.0], [0.3, -0.2, 0.4], [-0.2, 0.4, 0.0], [-0.5, 0.0, -0.9], [0.3, 0.1, 1.1], [-0.1, 0.0, -0.3], [0.2, -0.1, 0.2], [0.0, 0.0, -0.2], [0.0, 0.0, 0.1], [0.1, 0.0, -0.1], [-0.1, 0.0, 0.0], [0.0, 0.0, 0.1], [0.0, 0.0, 0.0], [0.0, 0.0, 0.0], [0.0, 0.0, 0.0], [0.1, 0.1, 0.0], [0.0, 0.0, 0.0], [0.0, 0.0, 0.0], [0.0, 0.0, 0.0], [0.0, 0.0, 0.0], [0.0, 0.0, 0.0], [0.0, 0.0, 0.0], [-0.1, 0.0, 0.0], [0.1, 0.1, 0.0], [-0.1, -0.1, 0.0], [0.2, 0.1, -0.1], [-0.1, 0.0, 0.0], [0.1, 0.0, 0.0], [0.0, 0.0, 0.0], [0.0, 0.0, 0.0], [0.0, 0.0, 0.0], [0.0, 0.0, 0.0]]}

Energy relative to the best compared isomer or geometry (same formula, charge and spin) (kcal per mole)
25.5; 5.8; 0.0